Record 1
18
Properties=species:S:1:pos:R:3 method="wB97M-V/def2-TZVPD" de_lowest_ev=0.000 smiles=Cn1cccn1.NSO e_lumo_ev=0.870 spin_multiplicity=1 homo_energy_ev=-8.64 homo_lumo_gap_ev=9.5 total_energy_ev=-21645.991
C 1.49 1.29 0.68
C 1.00 1.32 -0.61
C 0.37 0.95 1.46
C -1.23 0.89 -1.63
N -0.31 1.01 -0.54
N -0.70 0.79 0.70
N -0.61 -2.98 0.43
O 1.90 -2.38 1.16
S 0.96 -2.98 -0.09
H 2.48 1.49 1.01
H 1.48 1.54 -1.54
H 1.99 -1.42 1.08
H 0.31 0.82 2.52
H -2.12 1.49 -1.43
H -0.76 1.24 -2.55
H -1.54 -0.15 -1.76
H -0.84 -3.64 1.16
H -1.05 -2.07 0.57

Record 2
8
Properties=species:S:1:pos:R:3 method="wB97M-V/def2-TZVPD" de_lowest_ev=1.972 smiles="NC(=O)NF" e_lumo_ev=0.603 spin_multiplicity=1 homo_energy_ev=-10.13 homo_lumo_gap_ev=10.7 total_energy_ev=-8828.297
C 0.13 0.40 -0.03
N -1.20 0.45 -0.03
N 0.74 -0.92 0.00
O 0.86 1.50 -0.07
F 2.15 -1.07 -0.04
H -1.66 -0.33 -0.29
H -1.58 1.41 -0.39
H 0.56 -1.44 0.85

Record 3
13
Properties=species:S:1:pos:R:3 method="wB97M-V/def2-TZVPD" de_lowest_ev=3.393 smiles="C#[N+]C1=[NH+]N=NCN1" e_lumo_ev="-12.075 / -12.160" spin_multiplicity=1 homo_energy_ev="-18.48 / -18.34" homo_lumo_gap_ev="6.4 / 6.2" total_energy_ev=-10616.925 charge=+2
C -1.42 1.02 2.35
C -0.34 0.49 0.20
C 0.34 -1.33 -1.31
N 1.61 -0.56 -1.29
N 1.76 0.53 -0.93
N -0.86 0.72 1.39
N -0.50 -0.74 -0.23
N 0.95 1.27 -0.23
H -1.90 1.16 3.33
H 0.12 -1.05 -2.26
H 0.45 -2.40 -1.19
H -1.39 -1.23 0.06
H 1.18 2.11 0.13

Record 4
21
Properties=species:S:1:pos:R:3 method="wB97M-V/def2-TZVPD" de_lowest_ev=3.454 e_lumo_ev=0.960 spin_multiplicity=1 homo_energy_ev=-8.94 homo_lumo_gap_ev=9.9 total_energy_ev=-9967.721
C -0.97 0.30 -0.43
C 1.73 0.54 0.77
C -1.28 -0.70 0.65
C -1.67 1.62 -0.32
C -0.72 -0.22 -1.77
C 2.28 -0.87 0.87
O 0.83 0.78 -0.25
N 1.73 -1.87 0.33
H 2.23 -2.74 0.51
H 2.61 1.21 0.66
H 1.30 0.77 1.76
H 3.18 -0.94 1.51
H 0.41 0.13 -1.68
H -0.60 -1.54 0.58
H -1.22 -0.24 1.63
H -2.30 -1.06 0.50
H -1.56 2.04 0.68
H -1.29 2.32 -1.06
H -2.74 1.47 -0.51
H -1.24 0.30 -2.57
H -0.70 -1.30 -1.86

Record 5
20
Properties=species:S:1:pos:R:3 method="wB97M-V/def2-TZVPD" e_lumo_ev="3.497 / 3.457" spin_multiplicity=1 homo_energy_ev="-4.12 / -3.83" homo_lumo_gap_ev="7.6 / 7.3" total_energy_ev=-14267.990 charge=-1
C 1.71 -0.34 0.29
C -1.41 0.47 -0.23
C -2.48 1.40 -0.88
C -1.19 0.72 1.18
C 0.97 -2.30 -0.46
N 3.58 0.55 -0.20
N 2.95 -0.65 -0.23
N 1.66 1.00 0.64
N 2.81 1.51 0.27
N -0.92 -0.49 -0.85
N 0.63 -1.16 0.38
H -2.41 2.52 -0.59
H -3.40 1.19 -0.32
H -2.38 1.25 -1.97
H -0.18 1.15 1.30
H -1.98 1.28 1.70
H -1.09 -0.30 1.53
H 0.15 -3.06 -0.30
H 1.18 -2.01 -1.42
H 1.78 -2.73 0.18

Record 6
17
Properties=species:S:1:pos:R:3 method="wB97M-V/def2-TZVPD" de_lowest_ev=0.785 e_lumo_ev=3.935 spin_multiplicity=1 homo_energy_ev=-5.12 homo_lumo_gap_ev=9.1 total_energy_ev=-11453.870 charge=-1
C 1.46 1.08 -0.43
O 0.39 0.47 0.28
H 2.28 0.34 -0.51
H 0.99 1.50 -1.42
H 1.88 1.88 0.20
H -2.66 -2.89 -0.75
H -1.14 -2.90 -0.81
O -1.94 -3.51 -0.90
H 0.24 -0.83 -0.18
H 0.80 -2.24 -0.04
O 0.09 -1.84 -0.55
H -2.25 1.69 0.01
H -0.97 0.93 -0.63
O -1.97 1.01 -0.60
H 0.51 1.69 1.44
H 1.52 1.53 2.55
O 0.77 2.09 2.32

Record 7
35
Properties=species:S:1:pos:R:3 method="wB97M-V/def2-TZVPD" de_lowest_ev=0.089 e_lumo_ev=3.397 spin_multiplicity=1 homo_energy_ev=-6.91 homo_lumo_gap_ev=10.3 total_energy_ev=-35442.725 charge=-1
Cl -0.62 0.14 0.47
O -0.59 1.55 0.17
O 0.37 -0.14 1.49
O -1.91 -0.18 1.06
O -0.35 -0.67 -0.69
C 3.20 -0.45 -2.18
C 3.84 0.44 -1.10
C 3.49 1.92 -1.24
O 3.45 -0.03 0.18
H 2.11 -0.42 -2.17
H 3.54 -1.48 -2.04
H 3.56 -0.25 -3.20
H 4.92 0.38 -1.25
H 4.16 2.49 -0.59
H 2.47 2.17 -0.95
H 3.62 2.26 -2.28
H 2.57 0.35 0.30
C 1.49 -3.48 1.91
O 2.14 -2.61 1.00
H 1.02 -2.99 2.76
H 0.76 -4.11 1.40
H 2.28 -4.13 2.30
H 1.55 -1.87 0.78
C -4.10 2.26 2.42
O -4.53 0.93 2.18
H -3.42 2.65 1.66
H -4.92 2.98 2.45
H -3.63 2.31 3.41
H -3.80 0.54 1.68
C -4.05 -0.33 -1.72
O -3.19 0.77 -1.94
H -4.94 -0.21 -2.35
H -3.57 -1.27 -2.00
H -4.39 -0.33 -0.68
H -2.53 0.79 -1.24

Record 8
9
Properties=species:S:1:pos:R:3 method="wB97M-V/def2-TZVPD" de_lowest_ev=6.102 e_lumo_ev="-1.920 / -2.076" spin_multiplicity=1 homo_energy_ev="-7.43 / -7.78" homo_lumo_gap_ev="5.5 / 5.7" total_energy_ev=-23746.535
C 0.08 -0.75 -0.44
C 0.61 0.43 0.44
N 0.52 -1.97 -0.08
P 3.52 -0.53 0.16
S 2.24 0.91 -0.28
H -1.13 -0.79 -0.38
H 0.47 -0.41 -1.53
H -0.08 1.31 0.12
H 0.82 0.13 1.50

Record 9
20
Properties=species:S:1:pos:R:3 method="wB97M-V/def2-TZVPD" de_lowest_ev=3.967 smiles="COC[C@@H]1NC(=O)C[C@H]1Br" e_lumo_ev=0.262 spin_multiplicity=1 homo_energy_ev=-9.92 homo_lumo_gap_ev=10.2 total_energy_ev=-82007.526
C 0.03 1.85 -2.17
O -0.04 0.38 -2.31
C -1.06 -0.07 -1.34
C -0.42 -0.94 -0.10
N -1.25 -0.82 1.18
C -0.31 -1.13 2.37
O -0.79 -1.71 3.49
C 1.21 -0.65 2.01
C 1.02 -0.30 0.42
Br 2.36 -1.46 -0.50
H -0.90 2.39 -2.63
H 0.10 2.20 -1.04
H 1.00 2.26 -2.74
H -1.64 0.83 -0.86
H -1.85 -0.71 -1.94
H -0.40 -2.08 -0.42
H -1.60 0.15 1.34
H 1.33 0.32 2.68
H 2.12 -1.38 2.17
H 1.09 0.86 0.38

Record 10
86
Properties=species:S:1:pos:R:3 method="wB97M-V/def2-TZVPD" e_lumo_ev="-9.776 / -9.798" spin_multiplicity=1 homo_energy_ev="-11.86 / -11.86" homo_lumo_gap_ev="2.1 / 2.1" total_energy_ev=-76492.489 charge=+2
Ce -3.18 -0.04 1.09
C -1.19 -3.73 -2.87
C -0.51 -3.47 -1.75
C 0.17 -2.20 -1.37
C -0.66 -0.88 -1.47
C -0.52 -0.04 -2.74
C -0.43 -0.46 -4.00
C -0.13 -1.86 -4.48
C -1.07 -3.08 -4.20
C -4.68 1.22 0.03
H -1.91 -4.56 -2.83
H -0.53 -4.24 -0.98
H 1.12 -2.05 -1.91
H 0.40 -2.35 -0.29
H -1.74 -1.07 -1.18
H -0.26 -0.21 -0.68
H -0.50 1.05 -2.52
H -0.41 0.33 -4.79
H 0.87 -2.14 -4.12
H -0.09 -1.79 -5.59
H -2.08 -2.91 -4.61
H -0.64 -3.84 -4.88
H -5.50 0.59 -0.36
H -4.10 1.74 -0.77
H -5.04 1.94 0.80
P 1.05 3.04 0.99
P 1.85 -0.12 2.71
N 1.84 3.57 -0.53
N 1.38 4.62 1.80
N 3.27 -0.69 1.72
N 2.53 -0.66 4.32
C 2.67 2.34 1.60
C 2.52 1.59 2.92
C 1.20 3.72 -1.76
C 2.08 4.33 -2.65
C 3.30 4.57 -1.95
C 3.14 4.06 -0.67
C 0.36 5.43 2.31
C 0.93 6.50 2.99
C 2.35 6.38 2.87
C 2.59 5.23 2.14
C 3.13 -1.25 0.44
C 4.39 -1.43 -0.12
C 5.35 -1.00 0.85
C 4.64 -0.49 1.92
C 3.69 -1.30 4.73
C 3.69 -1.43 6.12
C 2.48 -0.84 6.59
C 1.82 -0.32 5.49
H 3.46 3.08 1.82
H 3.07 1.70 0.80
H 3.49 1.59 3.44
H 1.82 2.11 3.59
H 0.20 3.32 -1.90
H 1.90 4.55 -3.70
H 4.20 5.02 -2.33
H 3.89 3.90 0.10
H -0.68 5.17 2.17
H 0.41 7.29 3.52
H 3.13 7.02 3.26
H 3.55 4.81 1.89
H 2.15 -1.42 0.01
H 4.61 -1.79 -1.12
H 6.43 -1.04 0.77
H 5.00 0.00 2.83
H 4.48 -1.57 4.04
H 4.47 -1.88 6.72
H 2.12 -0.79 7.62
H 0.93 0.29 5.44
C -5.97 -3.39 -3.89
C -4.94 -2.41 -4.02
C -4.17 -2.02 -2.91
C -4.52 -2.41 -1.59
C -4.05 -1.85 -0.29
C -4.49 -2.46 0.90
C -5.27 -3.68 0.87
C -5.77 -4.13 -0.31
C -5.46 -3.49 -1.53
C -6.10 -4.03 -2.68
H -6.63 -3.66 -4.72
H -4.78 -1.98 -5.00
H -3.26 -1.42 -3.05
H -4.30 -2.12 1.97
H -5.42 -4.23 1.81
H -6.45 -4.97 -0.35
H -6.71 -4.93 -2.54

Record 11
113
Properties=species:S:1:pos:R:3 method="wB97M-V/def2-TZVPD" de_lowest_ev=0.000 e_lumo_ev="-3.075 / -3.789" spin_multiplicity=6 s_squared=8.767 homo_energy_ev="-10.02 / -10.46" homo_lumo_gap_ev="6.9 / 6.7" total_energy_ev=-179315.097 charge=+1
Ru 0.08 2.53 1.35
C -3.34 3.65 1.47
O -2.36 2.74 2.00
C -2.67 2.08 3.15
C -3.82 2.25 3.87
C -4.00 1.50 5.05
Br -5.60 1.71 6.03
C -3.03 0.65 5.49
C -1.84 0.50 4.75
C -1.65 1.19 3.55
O -0.59 1.06 2.80
C -0.78 -0.34 5.23
N 0.37 -0.56 4.60
C 1.20 -1.37 5.39
C 2.49 -1.86 5.18
C 3.02 -2.63 6.20
C 2.31 -2.90 7.37
C 1.03 -2.41 7.57
C 0.50 -1.64 6.55
N -0.73 -0.97 6.41
H -3.52 4.46 2.17
H -4.27 3.11 1.27
H -2.94 4.03 0.54
H -4.60 2.93 3.56
H -3.19 0.09 6.41
H 0.54 -0.10 3.71
H 3.04 -1.64 4.28
H 4.02 -3.03 6.09
H 2.76 -3.50 8.15
H 0.48 -2.61 8.48
H -1.46 -0.96 7.10
S 4.11 3.68 0.02
Sb 2.53 4.99 0.83
S 1.60 3.67 2.69
S -0.20 4.18 -0.36
O 0.62 0.88 0.14
P 1.64 -0.13 -0.43
C 0.82 -1.75 -0.33
C 0.04 -1.90 1.02
C 0.52 -3.10 1.82
C 0.34 -4.40 1.03
C 0.77 -4.25 -0.44
C 1.64 -3.01 -0.65
C 3.19 0.02 0.51
C 2.94 0.09 2.03
C 4.28 0.19 2.75
C 5.11 -1.10 2.57
C 4.65 -1.91 1.36
C 4.32 -1.01 0.17
C 1.97 0.47 -2.12
C 0.81 0.17 -3.09
C 0.93 -1.19 -3.79
C 2.30 -1.35 -4.46
C 3.43 -1.17 -3.45
C 3.34 0.19 -2.77
H 0.07 -1.65 -1.12
H -1.02 -2.03 0.80
H 0.10 -0.98 1.60
H -0.05 -3.16 2.76
H 1.57 -2.98 2.10
H -0.71 -4.70 1.08
H 0.90 -5.20 1.51
H -0.11 -4.16 -1.08
H 1.31 -5.13 -0.77
H 2.00 -2.98 -1.67
H 2.52 -3.07 0.00
H 3.52 1.01 0.20
H 2.39 -0.80 2.37
H 2.33 0.96 2.26
H 4.13 0.41 3.81
H 4.81 1.05 2.33
H 5.05 -1.72 3.46
H 6.16 -0.83 2.45
H 3.77 -2.51 1.63
H 5.42 -2.63 1.07
H 4.07 -1.61 -0.70
H 5.22 -0.45 -0.09
H 1.93 1.54 -1.88
H 0.81 0.95 -3.84
H -0.15 0.25 -2.57
H 0.14 -1.27 -4.53
H 0.79 -2.00 -3.08
H 2.40 -0.59 -5.25
H 2.37 -2.32 -4.95
H 4.40 -1.27 -3.94
H 3.37 -1.97 -2.70
H 3.47 0.96 -3.54
H 4.15 0.34 -2.06
C -5.95 2.83 -5.87
C -5.11 1.55 -5.72
C -5.89 0.54 -4.86
C -4.91 0.94 -7.10
C -3.78 1.91 -5.04
C -2.57 1.88 -5.73
C -1.36 2.28 -5.14
C -1.42 2.69 -3.83
O -0.40 3.14 -3.01
B -1.02 3.45 -1.81
O -2.38 3.19 -1.86
C -2.61 2.71 -3.14
C -3.80 2.33 -3.70
H -6.91 2.60 -6.32
H -5.43 3.55 -6.51
H -6.13 3.31 -4.90
H -6.80 0.25 -5.37
H -6.17 0.96 -3.89
H -5.29 -0.36 -4.68
H -5.88 0.71 -7.54
H -4.34 0.01 -7.05
H -4.40 1.63 -7.79
H -2.54 1.55 -6.75
H -0.44 2.27 -5.70
H -4.71 2.38 -3.13

Record 12
9
Properties=species:S:1:pos:R:3 method="wB97M-V/def2-TZVPD" de_lowest_ev=3.859 e_lumo_ev="0.444 / -2.914" spin_multiplicity=3 s_squared=2.011 homo_energy_ev="-6.54 / -9.33" homo_lumo_gap_ev="7.0 / 6.4" total_energy_ev=-28333.522
C -0.43 0.22 0.63
N -0.19 0.18 -0.66
O -1.16 0.16 -1.58
O 1.11 0.27 -1.10
S -1.72 0.48 1.54
S 1.36 -0.50 1.75
H -1.34 1.03 -1.87
H 1.80 -0.12 -0.37
H 0.57 -1.73 1.65